The molecule C6H9NO. Source: the Open Molecules 2025 dataset; level of theory: ωB97M-V/def2-TZVPD.

Structure (ORCA input):
```
! wB97M-V def2-TZVPD RIJCOSX def2/J DEFGRID3
* xyz 0 1
C 1.0210 0.0586 -0.1441
C -1.4580 0.4035 -0.5541
C 2.4020 0.5905 0.1228
C -2.1275 -0.0223 0.7535
C -0.0885 0.9898 -0.2583
C 0.6978 -2.3688 -0.1710
N 0.8644 -1.1987 -0.3224
O 0.0707 2.1877 -0.0946
H 0.7037 -3.1786 -0.8638
H -2.0545 1.1785 -1.0313
H -1.3763 -0.4493 -1.2290
H 3.0178 0.5450 -0.7744
H 2.3065 1.6281 0.4255
H 2.8944 0.0223 0.9093
H -1.5515 -0.8205 1.2322
H -2.1878 0.8219 1.4384
H -3.1341 -0.3877 0.5612
*
```

Values from the calculation:
HOMO = -8.20 eV
total energy = -363.93510 Ha
orbital gap = 8.356 eV
ΔE to the lowest compared entry with this formula, charge and spin = 234.0 kJ/mol



A structure of composition C6H9NO. Source: the Open Molecules 2025 dataset; level of theory: ωB97M-V/def2-TZVPD.

Structure (ORCA input):
```
! wB97M-V def2-TZVPD RIJCOSX def2/J DEFGRID3
* xyz 0 1
C 1.3939 -1.2617 -0.8762
C 0.5280 -0.2588 0.6577
C -0.5952 0.6016 1.1450
C -0.2922 1.8180 0.0477
C -0.7668 0.7172 -0.9747
C 0.0847 -0.5686 -0.7838
H 2.5445 -0.7323 -0.7563
H 1.7762 -2.0540 -1.5465
H 1.8098 -1.7717 1.4549
H 1.2098 0.5279 0.2956
H -1.1571 0.7679 2.0069
H -1.2431 2.4646 0.0679
H 0.5134 2.3972 0.0567
H -1.1117 0.9196 -1.9897
H -0.5553 -1.2772 -0.7585
N 1.0067 -1.5579 0.6574
O -1.6185 0.4222 0.1591
*
```

Values from the calculation:
HOMO = -8.94 eV
total energy = -363.71143 Ha
orbital gap = 9.930 eV
ΔE to the lowest compared entry with this formula, charge and spin = 821.3 kJ/mol



The molecule C6H9NO. Source: the Open Molecules 2025 dataset; level of theory: ωB97M-V/def2-TZVPD.

Structure (ORCA input):
```
! wB97M-V def2-TZVPD RIJCOSX def2/J DEFGRID3
* xyz 0 1
C 2.5080 0.0964 0.3270
C 1.4209 -0.6352 0.1277
C 0.2674 -0.2324 -0.7678
C -1.0293 -1.0110 -0.4539
C -1.8795 -0.0520 0.4076
C -1.1398 1.2737 0.3553
O -1.3671 2.2545 1.0221
N -0.1238 1.1781 -0.5883
H 3.1719 -0.1255 1.1495
H 2.7774 0.9129 -0.3339
H 1.3374 -1.5853 0.6460
H 0.5547 -0.3630 -1.8138
H -1.5503 -1.2850 -1.3655
H -0.8098 -1.8973 0.1335
H -2.8859 0.0340 0.0096
H -1.8902 -0.3480 1.4533
H 0.6380 1.7852 -0.3085
*
```

Values from the calculation:
HOMO = -9.57 eV
total energy = -364.00703 Ha
orbital gap = 10.512 eV
ΔE to the lowest compared entry with this formula, charge and spin = 45.2 kJ/mol
SMILES = C=C[C@H]1CCC(=O)N1



The molecule C6H9NO. Source: the Open Molecules 2025 dataset; level of theory: ωB97M-V/def2-TZVPD.

Structure (ORCA input):
```
! wB97M-V def2-TZVPD RIJCOSX def2/J DEFGRID3
* xyz 0 1
C -0.2556 -1.8728 0.8664
C 0.2279 -0.6744 0.7852
O 1.1648 -0.1558 1.7122
C 1.3479 1.1218 1.3815
N 0.7534 1.5268 0.3503
C -0.0426 0.4510 -0.2127
C -1.5186 0.7831 -0.3355
C 0.5440 0.0149 -1.6049
H 0.0931 -2.5269 1.6317
H -0.9727 -2.4279 0.1917
H 2.1936 1.5144 1.8933
H -1.7343 1.7085 -1.0032
H -1.8934 1.0752 0.6817
H -1.8129 -0.1599 -0.6929
H -0.1263 0.5418 -2.3665
H 0.4119 -1.0637 -1.6875
H 1.6197 0.1441 -1.5908
*
```

Values from the calculation:
HOMO = -9.10 eV
total energy = -363.96045 Ha
orbital gap = 10.106 eV
ΔE to the lowest compared entry with this formula, charge and spin = 167.5 kJ/mol
SMILES = C=C1OC=NC1(C)C